(1)
The following is a DFT calculation (ωB97M-V/def2-TZVPD) of a structure of composition C20H60As4F24N7O11 in a non-equilibrium geometry.

* gap between HOMO and LUMO (spin up / spin down): 7.676 / 2.616 eV
* calculated total energy: -13348.70302 Eh
* lowest unoccupied orbital energy (spin up / spin down): -1.912 / -5.686 eV

```
! wB97M-V def2-TZVPD RIJCOSX def2/J DEFGRID3
* xyz 0 2
C -1.717 2.816 -2.257
C -0.975 3.573 -3.399
C -1.769 4.899 -3.676
O -1.017 5.721 -4.594
C -1.762 6.739 -5.243
N 0.397 3.869 -2.829
H 0.103 4.288 -1.958
H 0.804 2.987 -2.551
H 1.015 4.386 -3.438
H -1.058 2.014 -1.925
H -2.652 2.332 -2.539
H -1.969 3.408 -1.377
H -0.887 3.006 -4.326
H -1.930 5.523 -2.797
H -2.696 4.697 -4.212
H -2.068 7.614 -4.668
H -2.588 6.421 -5.878
H -0.920 7.222 -5.738
C -0.337 -3.762 3.931
C -0.118 -2.954 5.265
C -1.419 -2.831 6.115
O -1.257 -2.223 7.367
C -0.769 -0.852 7.478
N 0.951 -3.664 6.045
H 1.032 -3.208 6.943
H 0.753 -4.637 6.230
H 1.870 -3.705 5.628
H -1.147 -3.329 3.344
H -0.547 -4.803 4.176
H 0.606 -3.855 3.392
H 0.109 -1.900 5.099
H -1.714 -3.829 6.440
H -2.312 -2.329 5.743
H -1.006 -0.569 8.504
H -1.276 -0.159 6.807
H 0.293 -0.645 7.346
C -3.273 -3.733 -1.258
C -4.645 -3.013 -1.572
C -5.413 -3.555 -2.784
O -5.737 -4.940 -2.607
C -6.037 -5.633 -3.703
N -5.595 -3.115 -0.370
H -6.573 -3.266 -0.572
H -5.285 -3.842 0.260
H -5.561 -2.216 0.088
H -2.643 -3.413 -0.429
H -2.669 -3.862 -2.156
H -3.549 -4.737 -0.937
H -4.245 -2.007 -1.695
H -4.878 -3.380 -3.718
H -6.292 -2.926 -2.925
H -6.382 -6.661 -3.590
H -5.099 -5.787 -4.235
H -6.741 -5.085 -4.328
C -0.861 -0.564 -0.485
C 0.156 -0.903 0.598
C 1.290 -1.941 0.297
O 2.182 -1.553 1.341
C 3.289 -2.450 1.409
N 0.712 0.466 1.058
H 1.272 0.759 0.270
H 0.004 1.161 1.247
H 1.418 0.319 1.765
H -1.438 0.324 -0.228
H -1.550 -1.405 -0.570
H -0.525 -0.222 -1.464
H -0.405 -1.278 1.454
H 1.777 -1.985 -0.678
H 1.069 -3.007 0.346
H 3.023 -3.494 1.575
H 4.084 -2.177 2.102
H 3.781 -2.318 0.445
C 7.642 5.763 -0.920
C 6.264 5.789 -0.240
C 5.592 4.386 -0.148
O 4.740 4.060 0.903
C 4.283 2.714 0.800
N 6.640 6.247 1.229
H 5.846 6.358 1.844
H 7.187 5.577 1.751
H 7.149 7.116 1.305
H 8.472 5.191 -0.505
H 7.998 6.792 -0.867
H 7.543 5.529 -1.980
H 5.601 6.476 -0.766
H 6.424 3.692 -0.266
H 4.981 4.319 -1.048
H 5.123 2.112 0.454
H 3.515 2.724 0.026
H 3.903 2.172 1.666
N 0.045 3.640 1.164
O 0.625 4.012 0.181
O -1.045 2.971 1.102
O 0.466 3.926 2.257
N 2.222 0.232 4.989
O 1.964 0.563 6.165
O 1.495 0.608 4.065
O 3.272 -0.402 4.810
As 1.121 -5.896 -1.521
F 1.216 -6.595 -3.205
F 2.524 -6.971 -0.990
F 1.143 -5.127 0.123
F -0.394 -5.008 -2.000
F 0.137 -7.260 -0.862
F 2.238 -4.536 -2.037
As -3.027 -0.272 -4.459
F -1.543 0.287 -5.207
F -2.394 0.052 -2.791
F -4.693 -0.652 -3.735
F -3.642 -0.684 -6.050
F -2.445 -1.986 -4.361
F -3.553 1.431 -4.611
As 2.966 1.017 -2.935
F 3.537 0.320 -1.346
F 2.273 -0.516 -3.329
F 2.309 1.727 -4.397
F 3.641 2.593 -2.539
F 4.457 0.498 -3.731
F 1.530 1.565 -1.915
As -3.684 -1.012 2.507
F -3.098 -1.215 4.201
F -4.899 -2.286 2.862
F -4.416 -1.095 0.828
F -2.487 0.281 2.281
F -2.572 -2.334 1.952
F -4.880 0.288 2.895
*
```

***

(2)
The following is a DFT calculation (ωB97M-V/def2-TZVPD) of a cluster of 6 separate species, C20H60BF4N5O5 in total in a non-equilibrium geometry.

* gap between HOMO and LUMO: 8.337 eV
* relative energy (zero: lowest compared OMol25 entry of this formula, charge and spin): 33.86 kcal per mole
* calculated total energy: -1871.15652 Eh
* lowest unoccupied orbital energy: -9.847 eV

```
! wB97M-V def2-TZVPD RIJCOSX def2/J DEFGRID3
* xyz 4 1
B -0.623 -0.406 0.086
F -1.442 0.719 -0.063
F -0.924 -1.464 -0.759
F 0.752 -0.019 -0.047
F -0.828 -0.884 1.423
C -5.256 -1.267 0.302
C -4.830 -2.561 0.963
C -4.356 -3.603 -0.050
O -4.306 -4.854 0.542
C -5.218 -5.827 0.022
N -3.662 -2.286 1.864
H -2.839 -1.994 1.325
H -3.865 -1.574 2.567
H -3.348 -3.106 2.397
H -5.521 -0.505 1.037
H -6.151 -1.435 -0.297
H -4.507 -0.888 -0.400
H -5.676 -2.931 1.536
H -3.358 -3.277 -0.398
H -4.949 -3.526 -0.966
H -5.189 -6.689 0.680
H -4.891 -6.158 -0.966
H -6.240 -5.450 -0.054
C -0.670 3.939 -3.181
C -0.270 2.501 -3.004
C 0.369 1.826 -4.215
O 0.980 0.614 -3.850
C 0.074 -0.487 -3.902
N 0.676 2.351 -1.823
H 0.561 3.103 -1.146
H 0.588 1.444 -1.337
H 1.650 2.353 -2.137
H 0.142 4.589 -3.536
H -1.040 4.409 -2.270
H -1.396 4.084 -3.982
H -1.162 1.928 -2.745
H 1.057 2.494 -4.740
H -0.430 1.659 -4.946
H -0.408 -0.512 -4.882
H -0.685 -0.432 -3.116
H 0.608 -1.432 -3.825
C 1.108 -4.083 0.646
C 2.240 -3.485 -0.148
C 3.207 -4.545 -0.647
O 2.483 -5.606 -1.179
C 3.250 -6.450 -2.048
N 1.674 -2.687 -1.283
H 1.203 -3.232 -2.016
H 0.950 -2.031 -0.947
H 2.411 -2.217 -1.813
H 0.331 -4.413 -0.054
H 0.583 -3.369 1.284
H 1.383 -4.970 1.208
H 2.826 -2.777 0.440
H 3.843 -4.842 0.197
H 3.850 -4.089 -1.422
H 2.674 -7.367 -2.156
H 4.172 -6.767 -1.558
H 3.377 -5.998 -3.031
C -2.497 3.934 4.277
C -2.812 2.992 3.141
C -3.172 3.690 1.852
O -3.269 2.722 0.836
C -3.375 3.250 -0.471
N -1.640 2.096 2.844
H -0.795 2.657 2.739
H -1.488 1.369 3.545
H -1.770 1.582 1.956
H -2.308 3.422 5.223
H -3.340 4.603 4.434
H -1.565 4.487 4.118
H -3.644 2.356 3.446
H -2.478 4.509 1.611
H -4.141 4.183 2.003
H -2.804 4.175 -0.602
H -4.414 3.496 -0.703
H -3.026 2.497 -1.174
C 3.728 1.070 1.723
C 4.723 2.129 1.227
C 5.048 3.247 2.209
O 6.204 3.938 1.858
C 6.171 4.629 0.599
N 6.044 1.453 0.900
H 6.826 2.124 0.944
H 6.272 0.711 1.571
H 6.077 0.980 -0.005
H 3.707 0.100 1.231
H 2.731 1.500 1.597
H 3.852 0.925 2.798
H 4.349 2.499 0.273
H 5.229 2.800 3.192
H 4.171 3.891 2.355
H 6.897 5.432 0.659
H 5.177 5.074 0.467
H 6.349 3.960 -0.248
*
```

***

(3)
The following is a DFT calculation (ωB97M-V/def2-TZVPD) of a structure of composition C20H60BF4O10 in a non-equilibrium geometry.

* gap between HOMO and LUMO: 9.788 eV
* relative energy (zero: lowest compared OMol25 entry of this formula, charge and spin): 73.11 kcal per mole
* calculated total energy: -1974.48215 Eh
* lowest unoccupied orbital energy: 2.577 eV

```
! wB97M-V def2-TZVPD RIJCOSX def2/J DEFGRID3
* xyz -1 1
B -0.192 -0.174 -0.654
F 0.195 -1.028 0.335
F 0.288 1.075 -0.436
F 0.268 -0.664 -1.785
F -1.647 -0.158 -0.679
C -0.781 4.402 -0.137
C -1.051 4.294 -1.597
O -0.995 5.505 -2.202
H -1.523 5.224 0.324
H 0.372 4.727 0.010
H -0.837 3.459 0.353
H -2.040 3.893 -1.680
H -0.337 3.615 -2.132
H -1.335 5.454 -3.028
C 3.930 3.734 -1.422
C 2.724 2.779 -1.442
O 2.413 2.532 -0.127
H 4.931 3.330 -0.833
H 3.689 4.715 -1.157
H 4.435 3.887 -2.389
H 2.992 1.916 -2.031
H 1.938 3.257 -2.201
H 1.643 1.956 -0.110
C 0.674 2.251 2.851
C -0.866 1.779 2.911
O -1.570 2.553 3.821
H 1.058 2.384 3.905
H 0.804 3.339 2.525
H 1.368 1.736 2.325
H -0.791 0.598 3.185
H -1.122 1.752 1.973
H -2.478 2.115 3.722
C 2.317 -1.895 5.526
C 1.939 -1.193 4.176
O 0.776 -1.716 3.501
H 1.835 -1.736 6.317
H 3.519 -1.803 5.755
H 2.146 -3.132 5.403
H 2.613 -1.339 3.499
H 1.852 -0.320 4.590
H 0.859 -1.751 2.675
C -4.467 -3.053 -3.342
C -3.624 -2.326 -2.220
O -2.290 -2.781 -2.286
H -4.297 -4.232 -3.314
H -4.117 -2.872 -4.398
H -5.594 -2.884 -3.129
H -3.912 -2.221 -1.189
H -3.442 -1.444 -2.621
H -1.764 -2.019 -1.827
C 3.194 -0.417 -5.824
C 2.786 -0.149 -4.253
O 1.943 -1.210 -3.829
H 3.701 0.448 -6.310
H 2.340 -0.683 -6.371
H 3.805 -1.263 -5.818
H 1.865 0.514 -4.108
H 3.579 0.085 -3.614
H 1.196 -1.092 -3.163
C 4.463 -1.872 0.831
C 3.741 -0.622 0.345
O 4.400 0.522 0.646
H 3.989 -2.819 0.583
H 4.683 -1.891 1.792
H 5.603 -2.007 0.370
H 2.789 -0.709 0.655
H 3.759 -0.714 -0.604
H 4.072 1.247 0.178
C -5.174 2.893 -0.872
C -4.230 1.763 -0.292
O -3.703 1.111 -1.373
H -4.687 3.906 -1.345
H -5.774 3.222 0.053
H -5.831 2.594 -1.695
H -4.694 1.269 0.501
H -3.619 2.325 0.454
H -2.882 0.550 -1.200
C 1.211 -4.060 1.245
C 0.792 -3.837 -0.161
O 0.465 -5.105 -0.733
H 0.520 -4.324 1.797
H 1.709 -3.075 1.606
H 1.874 -4.975 1.399
H 1.443 -3.252 -0.751
H -0.122 -3.378 0.032
H 1.399 -5.469 -1.048
C -3.683 -2.149 1.484
C -3.022 -1.520 2.788
O -4.106 -1.272 3.710
H -2.548 -2.500 0.832
H -4.094 -1.443 0.939
H -4.393 -3.115 1.824
H -2.457 -0.717 2.575
H -2.342 -2.312 3.234
H -4.490 -2.024 4.179
*
```

***

(4)
The following is a DFT calculation (ωB97M-V/def2-TZVPD) of a structure of composition C20H60BF4O10RbS10 in a non-equilibrium geometry.

* gap between HOMO and LUMO: 7.586 eV
* calculated total energy: -5980.59663 Eh
* lowest unoccupied orbital energy: -0.327 eV

```
! wB97M-V def2-TZVPD RIJCOSX def2/J DEFGRID3
* xyz 0 1
Rb 30.181 4.026 28.987
B 31.248 2.035 31.467
F 30.597 1.560 30.380
F 32.606 2.017 31.222
F 30.910 3.399 31.569
F 30.955 1.397 32.646
C 23.436 4.176 26.085
S 23.821 4.659 27.843
O 23.657 3.383 28.639
C 25.614 4.952 27.620
H 22.364 3.992 26.009
H 23.991 3.294 25.766
H 23.658 4.933 25.332
H 26.166 4.152 27.127
H 26.079 5.177 28.579
H 25.876 5.853 27.065
C 29.833 -0.733 26.349
S 28.217 -0.544 25.420
O 28.619 -0.763 23.966
C 27.578 -2.110 25.988
H 29.723 -0.774 27.433
H 30.451 0.159 26.248
H 30.455 -1.533 25.948
H 27.485 -2.021 27.071
H 28.206 -2.963 25.731
H 26.575 -2.208 25.572
C 28.224 4.910 24.839
S 28.948 6.371 25.747
O 28.887 5.984 27.218
C 30.698 6.274 25.250
H 28.584 4.016 25.349
H 28.599 4.906 23.815
H 27.138 4.842 24.780
H 30.845 6.244 24.171
H 31.293 5.559 25.818
H 31.071 7.239 25.594
C 28.065 6.996 34.832
S 27.197 6.368 33.355
O 27.557 7.260 32.187
C 27.934 4.733 33.108
H 28.035 6.562 35.831
H 27.527 7.926 35.015
H 29.100 7.313 34.704
H 28.982 4.989 32.953
H 27.523 4.331 32.182
H 27.698 4.162 34.006
C 34.193 4.277 33.314
S 33.550 3.104 34.608
O 34.360 3.600 35.839
C 31.833 3.844 34.793
H 33.782 3.962 32.355
H 35.272 4.171 33.197
H 34.130 5.331 33.582
H 31.449 3.708 35.804
H 31.131 3.437 34.065
H 31.853 4.913 34.580
C 34.232 8.542 28.020
S 33.680 6.795 28.266
O 32.186 6.593 28.377
C 34.174 6.246 26.584
H 34.215 8.958 29.027
H 33.581 9.101 27.348
H 35.299 8.455 27.815
H 35.242 6.327 26.380
H 33.625 6.802 25.824
H 34.007 5.179 26.436
C 25.852 0.827 27.796
S 27.427 1.434 28.590
O 27.780 2.746 27.902
C 26.702 1.784 30.240
H 25.149 1.618 27.536
H 25.375 0.109 28.464
H 25.972 0.374 26.812
H 27.429 2.336 30.837
H 26.368 0.861 30.712
H 25.836 2.434 30.113
C 33.773 1.720 25.704
S 33.671 2.438 27.386
O 32.418 3.384 27.292
C 33.074 0.844 28.041
H 32.779 1.458 25.342
H 34.360 0.807 25.799
H 34.305 2.521 25.192
H 33.889 0.149 28.240
H 32.332 0.484 27.328
H 32.550 1.168 28.940
C 30.917 7.572 31.209
S 31.812 8.235 32.666
O 31.294 7.517 33.920
C 33.440 7.641 32.180
H 31.313 8.009 30.292
H 29.867 7.863 31.202
H 30.782 6.492 31.260
H 33.896 8.379 31.521
H 33.367 6.713 31.614
H 33.972 7.620 33.132
C 28.175 8.654 28.332
S 28.149 10.367 27.570
O 28.906 11.381 28.474
C 29.291 10.095 26.192
H 29.135 8.147 28.436
H 27.493 7.982 27.811
H 27.885 8.644 29.383
H 28.938 9.362 25.467
H 30.157 9.618 26.651
H 29.640 10.973 25.649
*
```